{"formula": "C34H57CrGeNO4SSe", "method": "wB97M-V/def2-TZVPD", "symbols": ["Cr", "C", "C", "C", "C", "C", "C", "C", "C", "C", "C", "C", "C", "C", "C", "C", "C", "C", "H", "H", "H", "H", "H", "H", "H", "H", "H", "H", "H", "H", "H", "H", "H", "H", "H", "H", "H", "H", "H", "H", "H", "H", "H", "H", "H", "H", "H", "C", "Ge", "C", "C", "C", "Se", "C", "H", "H", "H", "H", "H", "H", "H", "H", "H", "H", "H", "H", "H", "H", "O", "C", "O", "C", "C", "C", "C", "S", "C", "C", "H", "H", "H", "H", "H", "O", "C", "O", "C", "N", "C", "C", "C", "H", "H", "H", "H", "H", "H", "H", "H", "H"], "coordinates": [[-0.45297, 0.80382, -0.28521], [-0.23713, 1.87305, 1.65272], [0.31580, 2.71155, 0.64221], [-0.75683, 3.01763, -0.27712], [-1.92373, 2.36855, 0.24491], [-1.62690, 1.71320, 1.45339], [-2.60009, 1.13643, 2.47718], [-4.03780, 1.34930, 2.00475], [-2.38114, -0.34022, 2.81306], [-2.38475, 1.94334, 3.76848], [-0.87283, 3.93879, -1.50112], [-2.32603, 3.95642, -2.00395], [-0.01751, 3.51006, -2.69286], [-0.53182, 5.37650, -1.08585], [1.74698, 3.21878, 0.82209], [1.65937, 4.51422, 1.64836], [2.51369, 3.48648, -0.46816], [2.55224, 2.20310, 1.64165], [0.30976, 1.48359, 2.49437], [-2.89808, 2.40946, -0.20844], [-4.27479, 0.76324, 1.11600], [-4.23233, 2.39670, 1.77915], [-4.72887, 1.04519, 2.79023], [-2.56264, -0.98683, 1.96155], [-3.06281, -0.62337, 3.61537], [-1.36133, -0.51143, 3.16299], [-2.50408, 3.01250, 3.59358], [-1.39286, 1.77615, 4.18522], [-3.11582, 1.63950, 4.51745], [-2.65743, 2.96612, -2.31515], [-2.38748, 4.61692, -2.86735], [-3.01426, 4.34394, -1.25242], [-0.30287, 2.51515, -3.03786], [1.04548, 3.52055, -2.48552], [-0.19444, 4.20079, -3.51556], [-1.13101, 5.68838, -0.23048], [-0.75359, 6.05295, -1.91135], [0.51615, 5.50697, -0.83069], [1.09278, 5.28730, 1.13750], [2.66222, 4.89773, 1.83647], [1.18559, 4.32635, 2.61065], [2.16723, 4.37813, -0.98278], [2.44947, 2.64371, -1.15965], [3.56572, 3.64454, -0.23129], [2.24368, 2.18148, 2.68455], [3.60605, 2.47883, 1.62852], [2.45695, 1.19306, 1.24887], [4.05952, -0.80106, 2.27039], [4.39646, -1.20916, 0.39688], [6.30672, -1.01263, 0.05987], [3.77725, -3.01706, -0.04920], [3.58231, 0.03581, -0.91943], [1.72510, -0.24122, -1.43122], [1.90535, 0.53069, -3.20465], [4.37487, -1.65748, 2.86428], [3.01172, -0.60992, 2.46882], [4.64914, 0.05599, 2.58881], [6.88447, -1.66493, 0.71003], [6.62161, 0.01192, 0.24567], [6.54686, -1.26390, -0.97159], [3.43845, -3.53675, 0.84719], [4.58097, -3.60318, -0.49067], [2.95005, -2.98143, -0.75700], [4.10912, -0.18198, -1.85347], [3.78774, 1.07606, -0.66522], [2.58314, -0.11170, -3.76475], [2.31075, 1.53560, -3.12834], [0.92404, 0.53938, -3.66716], [-5.12421, -5.47826, -2.68244], [-4.72519, -4.75511, -1.61567], [-4.90982, -5.16039, -0.49969], [-4.01417, -3.47573, -1.89814], [-3.24012, -3.26996, -3.03660], [-2.48278, -2.11746, -3.16542], [-2.50961, -1.13510, -2.17413], [-1.46424, 0.26804, -2.36591], [-3.36141, -1.30839, -1.08722], [-4.08004, -2.47313, -0.92966], [-5.04271, -4.95424, -3.48946], [-3.15571, -4.03349, -3.80093], [-1.83706, -1.99106, -4.02264], [-3.43037, -0.52720, -0.34561], [-4.70015, -2.63000, -0.05861], [1.17414, -1.67752, 1.34752], [0.05762, -1.87625, 0.86354], [-0.72123, -1.04678, 0.32596], [-0.53143, -3.29416, 0.87877], [0.42799, -4.17647, 1.65098], [0.78338, -5.36953, 0.79596], [-0.29601, -5.38857, -0.27417], [-0.58182, -3.91405, -0.51618], [-1.50393, -3.31492, 1.37181], [0.03930, -4.45433, 2.54947], [1.24681, -3.54353, 1.82615], [0.81914, -6.25241, 1.42987], [1.77368, -5.17847, 0.38744], [-1.18628, -5.90072, 0.09400], [0.04422, -5.90743, -1.16816], [-1.54737, -3.72513, -0.98092], [0.18888, -3.45994, -1.14763]], "lowdin_spin": [3.06, -0.01, -0.03, -0.01, -0.03, -0.04, 0.00, 0.00, 0.00, 0.00, 0.00, 0.00, 0.00, 0.00, 0.00, 0.00, 0.00, 0.00, 0.00, 0.00, 0.00, 0.00, 0.00, 0.00, 0.00, 0.00, 0.00, 0.00, 0.00, 0.00, 0.00, 0.00, 0.00, 0.00, 0.00, 0.00, 0.00, 0.00, 0.00, 0.00, 0.00, 0.00, 0.00, 0.00, 0.00, 0.00, 0.00, 0.00, 0.00, 0.00, 0.00, 0.00, -0.01, 0.00, 0.00, 0.00, 0.00, 0.00, 0.00, 0.00, 0.00, 0.00, 0.00, 0.00, 0.00, 0.00, 0.00, 0.00, 0.00, 0.00, 0.00, 0.00, 0.00, 0.00, 0.01, 0.01, 0.00, 0.00, 0.00, 0.00, 0.00, 0.00, 0.00, 0.01, 0.01, 0.03, 0.00, 0.00, 0.00, 0.00, 0.00, 0.00, 0.00, 0.00, 0.00, 0.00, 0.00, 0.00, 0.00, 0.00], "de_lowest_kj_mol": 0.00, "spin_multiplicity": 4, "total_charge": 1, "e_lumo_ev": [-2.790, -2.319]}


{"formula": "C33H26AsF3IN2O2SSn", "method": "wB97M-V/def2-TZVPD", "symbols": ["Sn", "C", "C", "N", "C", "C", "C", "O", "C", "C", "N", "C", "C", "C", "C", "C", "C", "I", "C", "O", "H", "H", "H", "H", "H", "H", "H", "H", "H", "H", "H", "H", "S", "C", "C", "C", "C", "C", "C", "As", "C", "C", "C", "C", "C", "C", "C", "C", "C", "C", "C", "C", "H", "H", "H", "H", "H", "H", "H", "H", "H", "H", "H", "H", "H", "H", "F", "C", "F", "F"], "coordinates": [[0.15507, 0.38128, -0.07578], [-2.11189, 0.34600, -3.84916], [-3.03992, -0.08571, -2.75461], [-4.10591, -0.78448, -3.07192], [-4.86847, -1.28559, -2.08424], [-4.61275, -1.08299, -0.75285], [-5.39802, -1.87042, 0.26421], [-4.55922, -2.66927, 1.10034], [-3.51159, -0.26806, -0.38064], [-3.28136, -0.03290, 1.03429], [-2.21491, 0.42339, 1.56317], [-2.04088, 0.34136, 2.94446], [-2.26575, -0.87395, 3.60760], [-1.96839, -1.02131, 4.95115], [-1.43409, 0.03864, 5.66896], [-1.21708, 1.25477, 5.03747], [-1.52239, 1.40218, 3.69532], [-1.32108, 3.30650, 2.82744], [-2.67423, 0.22661, -1.40053], [-1.60009, 0.93408, -1.22530], [-2.56187, 0.12875, -4.81525], [-1.17121, -0.20004, -3.75319], [-1.86840, 1.40628, -3.76431], [-5.70360, -1.90511, -2.39779], [-6.10406, -2.51571, -0.26516], [-5.97698, -1.22390, 0.92829], [-3.82257, -2.98246, 0.55964], [-4.12978, -0.24177, 1.69269], [-2.64359, -1.70347, 3.02293], [-2.16359, -1.96634, 5.44285], [-1.18622, -0.07598, 6.71705], [-0.80679, 2.09002, 5.58892], [1.48892, 1.65915, -1.89545], [3.22205, 1.63781, -1.53925], [3.94598, 2.76237, -1.96883], [5.32093, 2.82516, -1.85049], [6.02774, 1.76100, -1.30003], [5.32918, 0.65467, -0.85203], [3.93800, 0.58296, -0.94324], [2.96444, -0.93915, -0.23426], [4.33023, -2.32628, -0.41939], [5.08808, -2.84677, 0.62320], [5.98227, -3.88533, 0.39059], [6.12473, -4.41165, -0.88431], [5.37702, -3.89286, -1.93424], [4.48282, -2.86062, -1.69922], [3.12492, -0.59084, 1.68089], [3.71696, 0.53516, 2.23853], [3.71356, 0.72174, 3.61614], [3.12302, -0.21797, 4.44772], [2.51395, -1.34021, 3.89845], [2.50559, -1.51658, 2.52469], [3.39343, 3.58194, -2.41056], [5.84810, 3.70597, -2.19846], [7.10713, 1.79911, -1.22117], [5.86997, -0.18241, -0.42450], [4.97965, -2.43978, 1.62117], [6.56644, -4.28719, 1.20965], [6.80958, -5.23244, -1.06013], [5.48088, -4.30409, -2.93063], [3.88433, -2.45919, -2.50985], [4.18253, 1.27204, 1.59493], [4.16873, 1.60949, 4.03813], [3.13123, -0.07612, 5.52172], [2.03648, -2.06902, 4.54181], [2.01715, -2.38222, 2.08717], [-1.48322, -2.30654, 0.18426], [-0.46224, -1.91457, -0.67708], [0.50406, -2.87065, -0.45190], [-0.94416, -2.22675, -1.91934]], "lowdin_charge": [0.93, -0.03, -0.27, 0.11, -0.12, -0.17, -0.22, -0.07, -0.09, -0.08, 0.02, -0.35, -0.01, -0.09, -0.11, -0.17, -0.64, 0.85, -0.33, -0.29, 0.07, 0.08, 0.08, 0.10, 0.11, 0.12, 0.08, 0.13, 0.11, 0.10, 0.10, 0.08, 0.46, -0.70, -0.15, -0.11, -0.11, -0.13, -0.42, 1.26, -0.38, -0.10, -0.10, -0.11, -0.09, -0.12, -0.42, -0.09, -0.09, -0.10, -0.09, -0.14, 0.09, 0.09, 0.09, 0.10, 0.09, 0.10, 0.09, 0.10, 0.10, 0.10, 0.10, 0.09, 0.10, 0.10, -0.03, -0.61, -0.05, 0.02], "de_lowest_kj_mol": 57.31, "spin_multiplicity": 1, "total_charge": -1, "e_lumo_ev": 2.292}


{"formula": "C3H8ClN3", "method": "wB97M-V/def2-TZVPD", "symbols": ["C", "C", "C", "N", "N", "N", "Cl", "H", "H", "H", "H", "H", "H", "H", "H"], "coordinates": [[2.13271, -0.69968, -0.26209], [-0.65514, -0.67589, 0.15011], [-2.82869, 0.38671, -0.40376], [1.11743, -0.14997, 0.34462], [3.41239, -0.54669, -0.16079], [-1.49474, 0.28892, 0.16623], [-0.95834, -2.34262, 0.08438], [1.66166, -1.33971, -1.13567], [-3.15406, -0.56719, -0.62738], [-2.57444, 0.99539, -1.26704], [-3.56086, 0.73960, 0.39754], [1.07467, 0.46946, 1.10974], [4.00908, -1.03308, -0.85435], [4.00975, -0.09754, 0.52493], [-1.13223, 1.21256, 0.64233]], "lowdin_charge": [-0.19, -0.45, 0.04, 0.15, 0.23, 0.00, 0.94, 0.20, 0.07, 0.14, 0.16, 0.12, 0.18, 0.17, 0.25], "de_lowest_kj_mol": 238.80, "spin_multiplicity": 1, "total_charge": 2, "e_lumo_ev": -9.826}


{"formula": "C25H34AsClN8O4S6SeTi", "method": "wB97M-V/def2-TZVPD", "symbols": ["Ti", "S", "As", "S", "S", "S", "O", "C", "O", "C", "C", "Cl", "N", "N", "C", "C", "O", "O", "C", "C", "C", "C", "C", "C", "H", "H", "H", "H", "H", "H", "C", "N", "C", "C", "S", "N", "C", "C", "H", "H", "H", "H", "H", "H", "H", "H", "H", "H", "H", "H", "C", "N", "C", "C", "N", "C", "C", "Se", "H", "H", "H", "H", "H", "H", "H", "H", "S", "C", "N", "C", "C", "C", "N", "H", "H", "H", "H", "H", "H", "H", "H"], "coordinates": [[-1.51965, -0.11858, 1.40168], [-5.53959, 2.78526, 1.54996], [-4.35044, 1.14807, 2.24910], [-2.25903, 1.90243, 2.55020], [-3.78894, -0.14924, 0.49211], [-5.03151, -0.01777, 3.85157], [1.41604, -3.40884, 5.17502], [2.29252, -2.50379, 4.80960], [3.43285, -2.48765, 5.23960], [1.83317, -1.49424, 3.82390], [2.58409, -0.48471, 3.29200], [4.17951, 0.00623, 3.68315], [1.82676, 0.26332, 2.43477], [0.55015, -0.25030, 2.37650], [0.53812, -1.31569, 3.23263], [-0.68979, -1.99255, 3.42006], [-0.83810, -3.04827, 4.10704], [-1.69494, -1.46023, 2.76888], [2.11822, 1.48836, 1.81426], [1.18177, 2.51799, 1.89898], [1.44436, 3.73490, 1.29596], [2.63882, 3.94184, 0.61939], [3.55967, 2.90692, 0.52195], [3.29797, 1.67519, 1.09723], [0.46156, -3.29460, 4.73204], [0.25121, 2.34461, 2.42524], [0.69970, 4.51773, 1.36117], [2.84509, 4.90140, 0.15888], [4.48391, 3.04828, -0.02167], [3.99214, 0.85746, 0.98459], [-4.52916, -3.24503, -0.42556], [-3.12835, -3.35353, -0.03293], [-2.98610, -3.72549, 1.37075], [-2.14975, -2.75244, -0.71834], [-0.65564, -2.28464, -0.06094], [-2.41268, -2.57299, -2.08026], [-2.71620, -3.78021, -2.83361], [-1.52384, -1.68328, -2.80427], [-5.03769, -2.63769, 0.32695], [-4.97958, -4.24168, -0.46620], [-4.62243, -2.74909, -1.38581], [-3.71517, -4.51187, 1.57064], [-3.17498, -2.86238, 2.00699], [-1.98130, -4.08807, 1.57392], [-3.40540, -4.41725, -2.28890], [-1.80067, -4.35132, -3.04378], [-3.17703, -3.50601, -3.78456], [-1.44111, -0.74169, -2.26508], [-1.96996, -1.50807, -3.78585], [-0.51350, -2.09427, -2.91708], [5.78615, -1.99414, 0.02766], [5.42345, -0.85486, -0.78359], [6.25353, 0.19330, -1.11295], [5.51421, 1.07763, -1.81782], [4.24275, 0.57209, -1.90394], [3.10225, 1.21821, -2.51669], [4.17385, -0.63110, -1.27465], [2.67039, -1.66003, -1.10624], [6.61321, -2.53559, -0.43326], [4.90948, -2.63756, 0.08803], [6.06189, -1.66796, 1.03158], [7.28320, 0.22021, -0.80770], [5.77592, 2.02945, -2.24071], [3.43819, 2.16344, -2.94072], [2.32834, 1.39521, -1.77169], [2.69022, 0.56979, -3.28963], [-0.44446, 1.20527, -0.78201], [-1.64281, 2.26307, -1.36892], [-1.64643, 2.48011, -2.71224], [-2.69028, 3.20354, -3.41146], [-3.23886, 4.27732, -2.48723], [-3.65327, 3.62214, -1.18286], [-2.52525, 2.89086, -0.62093], [-1.07787, 1.82331, -3.21931], [-3.50031, 2.52704, -3.71022], [-2.25943, 3.63428, -4.31949], [-4.09916, 4.76381, -2.94918], [-2.47446, 5.03671, -2.30650], [-4.48280, 2.92426, -1.32980], [-3.99099, 4.33122, -0.43115], [-2.53568, 2.65242, 0.38175]], "lowdin_spin": [1.08, 0.02, 0.02, 0.00, -0.01, 0.01, 0.00, 0.00, 0.00, 0.01, 0.02, 0.00, 0.08, 0.24, 0.16, 0.14, 0.14, 0.01, 0.01, 0.02, 0.00, 0.02, 0.00, 0.02, 0.00, 0.00, 0.00, 0.00, 0.00, 0.00, 0.00, 0.00, 0.00, 0.00, 0.01, 0.00, 0.00, 0.00, 0.00, 0.00, 0.00, 0.00, 0.00, 0.00, 0.00, 0.00, 0.00, 0.00, 0.00, 0.00, 0.00, 0.00, 0.00, 0.00, 0.00, 0.00, 0.00, 0.00, 0.00, 0.00, 0.00, 0.00, 0.00, 0.00, 0.00, 0.00, 0.00, 0.00, 0.00, 0.00, 0.00, 0.00, 0.00, 0.00, 0.00, 0.00, 0.00, 0.00, 0.00, 0.00, 0.00], "de_lowest_kj_mol": 0.00, "spin_multiplicity": 3, "total_charge": -2, "e_lumo_ev": [3.574, 3.572]}